ORCA calculation (ωB97M-V with the def2-TZVPD basis set) on one molecule with the formula C9H6O3 at a distorted geometry.

Results
2S+1: 1
HOMO level: -9.00 eV
DFT total energy: -15570.167 eV
E_LUMO: 0.106 eV
structure (SMILES): O=C(O)c1cc2ccccc2o1
energy above the lowest of the compared OMol25 structures with the same formula, charge and spin: 56.1 kcal/mol
charge: 0

Geometry as XYZ:
```
18
Properties=species:S:1:pos:R:3:forces:R:3
O 1.399797 -3.609578 -0.268528 2.86 2.96 -2.19
C 1.834576 -2.509762 -0.682420 -1.83 -0.34 0.92
O 3.050285 -2.098163 -1.148157 0.15 1.99 1.44
C 0.878306 -1.335959 -0.624464 2.75 -2.52 0.90
C -0.378424 -1.538966 -0.262499 -1.23 -1.87 -0.85
C -0.718723 -0.258036 0.248727 -1.00 2.07 0.51
C -1.947699 0.351968 0.535705 -0.36 1.72 2.36
C -2.052978 1.709233 0.998970 2.05 -1.21 -3.07
C -0.871463 2.480797 0.668052 -2.58 0.72 0.14
C 0.265912 1.969284 0.190510 3.70 -1.44 -0.40
C 0.458446 0.583618 0.192749 -4.97 0.36 0.35
O 1.446465 -0.113990 -0.258209 1.78 -1.69 -1.82
H 3.134490 -1.025605 -0.949166 -0.56 -4.04 -0.90
H -0.826811 -2.654718 -0.457720 0.78 3.44 0.92
H -2.841427 -0.225267 0.580892 -0.52 -0.55 -0.26
H -3.024811 2.210958 1.022684 0.42 -0.31 0.57
H -0.919479 3.535099 0.479628 -0.52 0.61 0.66
H 1.113537 2.529087 -0.266754 -0.91 0.09 0.71
```
Positions in Å, forces in eV/Å.

=====

ORCA calculation (ωB97M-V with the def2-TZVPD basis set) on one molecule with the formula C6H4O at a distorted geometry.

Results
2S+1: 1
HOMO level: -8.76 eV
DFT total energy: -8328.469 eV
E_LUMO: 0.938 eV
structure (SMILES): C#Cc1ccoc1
energy above the lowest of the compared OMol25 structures with the same formula, charge and spin: 91.6 kcal/mol
charge: 0

Geometry as XYZ:
```
11
Properties=species:S:1:pos:R:3:forces:R:3
C 2.151770 1.003636 -1.524752 1.69 4.24 -1.56
C 1.100127 0.751886 -0.982710 -0.42 -1.05 0.51
C 0.058085 0.175587 -0.157948 0.80 -1.53 -5.35
C -0.834040 -0.912263 -0.403750 0.63 -3.68 -0.20
C -1.389564 -1.141359 0.910839 -3.18 -11.36 -11.38
O -1.123063 -0.270789 1.607279 3.24 10.83 9.98
C -0.205485 0.544118 1.029549 0.10 6.31 5.86
H 2.840418 1.922546 -1.991636 -1.92 -3.51 1.36
H -0.651690 -1.670497 -1.270081 -0.85 1.53 1.84
H -1.940029 -2.030426 1.326399 0.34 1.15 -0.77
H -0.006528 1.627560 1.456812 -0.42 -2.92 -0.29
```
Positions in Å, forces in eV/Å.

=====

ORCA calculation (ωB97M-V with the def2-TZVPD basis set) on one molecule with the formula C6H6Cl2 at a distorted geometry.

Results
2S+1: 1
HOMO level: -8.94 eV
DFT total energy: -31361.862 eV
E_LUMO: 0.381 eV
structure (SMILES): C=C/C(Cl)=C(/Cl)C=C
energy above the lowest of the compared OMol25 structures with the same formula, charge and spin: 40.7 kcal/mol
charge: 0

Geometry as XYZ:
```
14
Properties=species:S:1:pos:R:3:forces:R:3
C 1.454672 -1.074039 1.096597 -0.98 0.94 -1.20
C 0.738426 -0.001163 1.493660 0.41 -0.92 -0.29
C 0.306926 1.191343 0.705643 -0.23 -0.78 -1.49
Cl 0.722182 2.765966 1.389681 -0.28 -0.99 -0.10
C -0.273146 1.100864 -0.525059 1.15 0.63 1.34
Cl -0.532625 2.573436 -1.423672 -0.15 -0.01 -0.01
C -0.591928 -0.065612 -1.379789 1.06 1.60 -1.76
C -1.552608 -0.929967 -1.149241 -0.19 0.27 1.52
H 1.779348 -1.890482 1.744388 -0.40 0.39 -0.03
H 1.584076 -1.212923 0.011032 0.61 0.15 0.59
H 0.362661 -0.048506 2.485257 0.07 0.51 1.09
H -0.087503 0.113033 -2.406993 -0.97 -0.87 1.63
H -2.020394 -0.924786 -0.145387 0.12 -0.14 -0.83
H -1.890087 -1.597164 -1.896117 -0.21 -0.77 -0.48
```
Positions in Å, forces in eV/Å.

=====

Which value of charge does entry 3 give? 0